--- A ---
Entry from OMol25: a cluster of 10 separate species, H20O10 in total (ωB97M-V/def2-TZVPD).

SMILES: O.O.O.O.O.O.O.O.O.O
HOMO-LUMO gap, Eh: 0.294
HOMO level, eV: -8.4

The geometry in ORCA input format:
```
! wB97M-V def2-TZVPD RIJCOSX def2/J DEFGRID3
* xyz 0 1
O 0.128 0.888 0.435
H -0.717 0.510 0.887
H -0.034 1.803 0.163
O 0.033 -1.219 -2.109
H -0.707 -0.877 -2.636
H 0.377 -2.060 -2.526
O 1.155 -0.993 2.148
H 0.892 -0.795 1.229
H 0.787 -1.868 2.420
O 3.582 -1.289 0.334
H 3.352 -0.517 0.787
H 4.443 -1.400 0.742
O -2.210 -2.540 -0.626
H -1.936 -1.727 -0.110
H -1.632 -2.414 -1.324
O 1.763 2.580 -1.726
H 0.899 2.233 -2.004
H 1.473 2.786 -0.882
O -1.651 2.135 1.820
H -1.922 2.073 2.759
H -1.028 2.821 1.723
O 0.386 0.249 5.394
H 0.092 -0.202 4.531
H -0.421 0.519 5.833
O -3.360 -1.329 -1.426
H -3.465 -0.680 -0.697
H -4.246 -1.436 -1.629
O 0.530 1.310 -4.445
H 0.328 0.737 -3.649
H 0.628 2.157 -4.011
*
```

These are the natural (NBO) partial charges, in e, on atoms 1 to 5:
1. O -0.964
2. H 0.503
3. H 0.458
4. O -0.959
5. H 0.475

--- B ---
Entry from OMol25: a cluster of 10 separate species, H20O10 in total (ωB97M-V/def2-TZVPD).

SMILES: O.O.O.O.O.O.O.O.O.O
HOMO-LUMO gap, Eh: 0.342
HOMO level, eV: -10.1

The geometry in ORCA input format:
```
! wB97M-V def2-TZVPD RIJCOSX def2/J DEFGRID3
* xyz 0 1
O 3.397 -0.804 1.495
H 3.447 -1.583 2.060
H 2.665 -0.977 0.889
O -0.401 1.507 4.471
H -0.317 1.075 3.604
H 0.120 2.313 4.398
O -2.315 1.798 0.882
H -1.817 1.376 0.164
H -3.064 1.214 1.040
O -1.529 -2.494 -2.445
H -0.661 -2.430 -2.015
H -1.658 -3.436 -2.601
O -1.153 2.038 -2.121
H -1.010 1.504 -2.919
H -0.581 1.624 -1.450
O -0.694 -0.259 -3.906
H -1.004 -1.071 -3.449
H -1.357 -0.101 -4.586
O -0.238 -0.551 2.502
H -1.158 -0.663 2.213
H -0.033 -1.356 2.992
O 1.275 -1.980 -0.611
H 2.072 -2.214 -1.111
H 1.168 -2.692 0.034
O -0.034 0.439 -0.141
H -0.033 0.197 0.807
H 0.186 -0.384 -0.616
O 1.896 2.637 -0.088
H 1.654 3.288 0.578
H 1.178 1.984 -0.071
*
```

These are the natural (NBO) partial charges, in e, on atoms 1 to 5:
1. O -0.932
2. H 0.458
3. H 0.471
4. O -0.959
5. H 0.484

Which of them is most stable? Easy: B.

--- A ---
Entry from OMol25: a cluster of 10 separate species, H20O10 in total (ωB97M-V/def2-TZVPD).

SMILES: O.O.O.O.O.O.O.O.O.O
HOMO-LUMO gap, Eh: 0.377
HOMO level, eV: -10.5

The geometry in ORCA input format:
```
! wB97M-V def2-TZVPD RIJCOSX def2/J DEFGRID3
* xyz 0 1
O -0.020 -0.660 -0.262
H 0.720 -0.217 0.168
H -0.799 -0.248 0.130
O 5.730 1.111 0.009
H 5.929 0.854 -0.898
H 4.781 1.279 0.003
O 1.249 -1.412 -1.561
H 2.053 -1.007 -1.217
H 1.520 -1.795 -2.403
O 1.313 3.658 -1.383
H 1.755 2.872 -1.722
H 0.844 3.344 -0.602
O 0.502 0.902 3.412
H 0.370 0.983 4.363
H 0.655 1.807 3.118
O -0.184 -3.586 -1.236
H 0.637 -3.194 -0.919
H -0.182 -4.473 -0.858
O 0.760 -2.917 2.510
H 0.071 -3.265 1.933
H 0.368 -2.123 2.890
O -2.796 -1.417 -2.519
H -2.115 -1.850 -1.992
H -3.298 -2.147 -2.899
O -4.283 1.196 2.007
H -4.409 2.078 2.374
H -4.624 0.606 2.689
O -2.133 3.241 -1.321
H -1.572 2.771 -1.949
H -2.840 3.605 -1.866
*
```

These are the natural (NBO) partial charges, in e, on atoms 1 to 5:
1. O -0.920
2. H 0.452
3. H 0.466
4. O -0.930
5. H 0.467

--- B ---
Entry from OMol25: a cluster of 10 separate species, H20O10 in total (ωB97M-V/def2-TZVPD).

SMILES: O.O.O.O.O.O.O.O.O.O
HOMO-LUMO gap, Eh: 0.374
HOMO level, eV: -10.3

The geometry in ORCA input format:
```
! wB97M-V def2-TZVPD RIJCOSX def2/J DEFGRID3
* xyz 0 1
O 12.054 37.571 27.920
H 12.834 37.404 27.176
H 12.443 38.209 28.419
O 15.654 34.770 22.810
H 16.048 34.821 23.803
H 16.497 34.722 22.227
O 13.302 36.243 22.918
H 13.208 36.396 23.971
H 13.887 35.483 23.147
O 13.203 32.724 22.261
H 13.926 33.336 22.585
H 13.082 33.154 21.368
O 13.448 37.214 25.549
H 13.115 38.090 25.448
H 14.495 37.308 25.647
O 13.755 34.083 25.491
H 13.339 34.705 26.047
H 13.338 33.211 25.404
O 13.851 33.580 28.818
H 12.992 33.492 29.030
H 13.883 33.472 27.802
O 11.382 32.436 24.360
H 12.162 32.464 23.559
H 11.338 31.589 24.547
O 16.557 34.008 25.479
H 15.632 34.067 25.478
H 16.958 33.335 24.895
O 11.204 35.516 26.052
H 10.523 35.838 25.338
H 11.016 36.230 26.559
*
```

These are the natural (NBO) partial charges, in e, on atoms 1 to 5:
1. O -0.978
2. H 0.482
3. H 0.459
4. O -1.013
5. H 0.502

Which of them is most stable? Easy: A.

--- A ---
Entry from OMol25: a cluster of 10 separate species, H20O10 in total (ωB97M-V/def2-TZVPD).

SMILES: O.O.O.O.O.O.O.O.O.O
HOMO-LUMO gap, Eh: 0.387
HOMO level, eV: -10.7

The geometry in ORCA input format:
```
! wB97M-V def2-TZVPD RIJCOSX def2/J DEFGRID3
* xyz 0 1
O 4.171 0.543 -0.913
H 4.524 -0.361 -0.829
H 4.320 1.089 -0.177
O -1.570 -1.967 -2.817
H -1.222 -2.843 -3.067
H -2.479 -1.896 -3.007
O 0.812 2.582 3.318
H 1.412 1.814 2.965
H 0.178 2.468 2.591
O 1.680 0.213 -2.011
H 1.109 -0.310 -1.448
H 2.599 0.125 -1.774
O -1.333 -2.639 2.319
H -1.627 -3.264 1.485
H -0.663 -2.366 1.854
O -1.834 -2.564 -0.452
H -1.487 -1.957 -0.970
H -2.711 -2.342 -0.372
O 0.563 0.007 2.965
H 1.442 0.015 2.682
H 0.247 -0.884 2.946
O -1.245 -0.089 0.070
H -0.521 0.081 0.482
H -1.409 0.708 -0.449
O -3.502 1.618 -1.236
H -3.580 2.358 -0.526
H -3.422 0.827 -0.573
O 1.677 3.090 -0.634
H 1.815 2.290 -1.069
H 2.058 3.655 -1.353
*
```

These are the natural (NBO) partial charges, in e, on atoms 1 to 5:
1. O -0.966
2. H 0.489
3. H 0.493
4. O -0.952
5. H 0.487

--- B ---
Entry from OMol25: a cluster of 10 separate species, H20O10 in total (ωB97M-V/def2-TZVPD).

SMILES: O.O.O.O.O.O.O.O.O.O
HOMO-LUMO gap, Eh: 0.352
HOMO level, eV: -10.0

The geometry in ORCA input format:
```
! wB97M-V def2-TZVPD RIJCOSX def2/J DEFGRID3
* xyz 0 1
O -13.773 0.937 -16.260
H -13.637 1.620 -15.590
H -13.255 1.231 -17.022
O -19.189 -2.494 -14.274
H -18.974 -1.548 -14.183
H -20.149 -2.542 -14.217
O -18.057 0.141 -14.159
H -17.479 -0.226 -13.454
H -18.622 0.783 -13.707
O -11.576 -1.012 -15.539
H -11.286 -1.386 -16.377
H -12.171 -0.284 -15.773
O -15.759 -1.241 -15.878
H -15.174 -0.465 -15.871
H -16.545 -0.958 -15.386
O -17.219 -1.696 -18.444
H -16.860 -1.205 -17.686
H -16.621 -1.479 -19.168
O -15.996 -1.140 -12.863
H -16.172 -1.848 -12.230
H -15.118 -0.814 -12.632
O -18.796 0.978 -16.791
H -18.068 1.559 -17.032
H -18.711 0.853 -15.832
O -15.031 -3.735 -14.813
H -15.165 -2.779 -14.994
H -15.816 -4.005 -14.327
O -13.809 -1.713 -18.975
H -13.774 -1.620 -18.014
H -12.893 -1.827 -19.250
*
```

These are the natural (NBO) partial charges, in e, on atoms 1 to 5:
1. O -0.963
2. H 0.487
3. H 0.493
4. O -0.961
5. H 0.479

Which of them is most stable? Easy: B.